Record 1
# C7H8O

The molecule C7H8O (ωB97M-V/def2-TZVPD, OMol25).

The geometry in XYZ format:
```
16
Properties=species:S:1:pos:R:3
C 0.45306 2.17243 0.80199
C 1.16822 0.80713 0.97235
C -0.20126 -1.89329 0.31049
C -1.04885 -0.57131 -1.27505
C 0.93772 1.42295 -0.47054
C 0.08940 0.08996 -0.67091
C 0.10998 -0.39259 0.77381
H -0.61697 2.03403 1.03739
H 0.69798 3.25464 1.38503
H 2.02627 0.70902 1.50979
H -0.68800 -2.57912 1.23441
H -1.80319 -0.71606 -2.21358
H 1.69531 1.86535 -1.13883
H 0.90300 -0.43832 -1.13144
H -0.98534 -0.27495 1.23993
O -1.28484 -1.70828 -0.57194
```

Properties
Kohn-Sham gap in eV: 7.4
LUMO level in eV: 0.2
Energy relative to the best compared isomer or geometry (same formula, charge and spin) in eV: 9.456
M in g mol⁻¹: 108.14


Record 2
# C7H8O

The molecule C7H8O (ωB97M-V/def2-TZVPD, OMol25).

The geometry in XYZ format:
```
16
Properties=species:S:1:pos:R:3
O -2.30007 -0.97038 0.18006
C -1.23168 -0.14239 0.28414
C -1.50876 1.28731 0.36744
C -0.24093 1.85349 0.25950
C 0.77528 0.93638 -0.29113
C 0.22502 -0.33984 -0.00537
C 0.32760 -1.66858 -0.74981
C 1.05409 -1.49690 0.50350
H -2.42242 1.90255 0.61932
H -0.27302 3.01339 0.43823
H 1.46153 1.33877 0.34341
H 1.26598 1.04064 -1.28175
H -0.92187 -1.82074 -0.73967
H 0.93948 -1.49829 -1.68779
H 0.62635 -2.09354 1.50686
H 2.22343 -1.34187 0.25303
```

Properties
Kohn-Sham gap in eV: 9.5
LUMO level in eV: 0.1
Energy relative to the best compared isomer or geometry (same formula, charge and spin) in eV: 5.302
M in g mol⁻¹: 108.14


Record 3
# C7H8O

The molecule C7H8O (ωB97M-V/def2-TZVPD, OMol25).

The geometry in XYZ format:
```
16
Properties=species:S:1:pos:R:3
C -1.85144 0.93340 1.97225
C -1.80351 0.73632 0.79574
C -1.89690 0.65330 -0.50297
C -0.57925 0.53143 -1.41830
C 0.39144 -0.20306 -0.89376
O 1.73605 -0.15418 -1.41276
C 0.38659 -1.28734 0.05200
C 1.12890 -2.43856 0.32379
H -1.50238 0.76721 2.90539
H -2.17524 -0.52245 -0.45974
H -2.64557 1.28318 -0.94697
H -0.30015 1.40880 -1.94769
H 1.89301 0.37726 -2.17590
H -0.16803 -0.92917 0.88200
H 0.94154 -2.82531 1.24269
H 1.90686 -3.03050 -0.20584
```

Properties
Kohn-Sham gap in eV: 9.2
LUMO level in eV: 0.3
Energy relative to the best compared isomer or geometry (same formula, charge and spin) in eV: 6.039
M in g mol⁻¹: 108.14


Record 4
# C7H8O

The molecule C7H8O (ωB97M-V/def2-TZVPD, OMol25).

The geometry in XYZ format:
```
16
Properties=species:S:1:pos:R:3
C -2.32190 0.66271 -1.30865
O -0.99831 -0.00391 -1.63286
C -0.09486 -0.10061 -0.59573
C -0.35606 -1.07888 0.43928
C 0.56458 -1.20188 1.42957
C 1.77899 -0.46449 1.39136
C 1.94455 0.51531 0.41259
C 1.07449 0.58981 -0.61065
H -2.85793 0.67030 -2.32103
H -2.49588 0.18758 -0.41808
H -2.13169 1.69796 -0.77600
H -1.52931 -1.68469 0.48076
H 0.49500 -1.62597 2.20986
H 2.73093 -0.59777 2.12666
H 2.92772 1.00684 0.48734
H 1.26968 1.42767 -1.31441
```

Properties
Kohn-Sham gap in eV: 9.7
LUMO level in eV: 1.0
Energy relative to the best compared isomer or geometry (same formula, charge and spin) in eV: 3.984
M in g mol⁻¹: 108.14


Record 5
# C7H8O

A 2-piece molecular cluster, C7H8O overall (ωB97M-V/def2-TZVPD, OMol25).

The geometry in XYZ format:
```
16
Properties=species:S:1:pos:R:3
C -2.67512 -1.25488 -0.25586
C -2.14927 -0.86290 0.87047
C -1.59730 -0.11020 1.72566
O -1.09264 0.50901 2.59428
H -3.01134 -2.36209 -0.22755
H -2.69812 -0.71572 -1.06872
C 2.18548 -1.25095 0.42680
C 1.64590 0.06213 -0.09053
C 0.99586 1.01066 -0.42903
C 0.43409 2.13938 -1.17349
H 2.55322 -1.16213 1.43409
H 3.12719 -1.40219 -0.08372
H 1.42285 -1.96123 0.13198
H -0.31813 2.59193 -0.53718
H 0.01456 1.86033 -2.17858
H 1.16276 2.90886 -1.13862
```

Properties
Kohn-Sham gap in eV: 8.3
LUMO level in eV: -0.6
Energy relative to the best compared isomer or geometry (same formula, charge and spin) in eV: 5.231
M in g mol⁻¹: 108.14


Record 6
# C7H8O

The molecule C7H8O (ωB97M-V/def2-TZVPD, OMol25).

The geometry in XYZ format:
```
16
Properties=species:S:1:pos:R:3
O -0.63070 -2.51251 -1.31260
C 0.10659 -1.76302 -0.34128
C 0.68309 -0.36831 -0.63048
C 0.53180 1.00920 -1.20182
C 0.24393 1.93516 -0.27460
C -0.12087 1.58551 1.08556
C -0.39149 0.30925 1.47456
C -0.60067 -0.60745 0.30355
H -1.01719 -3.27609 -0.84274
H 0.79320 -2.33899 0.27703
H 1.56791 -0.37572 0.02542
H 0.79317 1.29543 -2.24816
H 0.26111 3.06286 -0.42101
H -0.02747 2.32600 1.91035
H -0.75002 0.16813 2.53455
H -1.44240 -0.44944 -0.33832
```

Properties
Kohn-Sham gap in eV: 9.2
LUMO level in eV: 0.8
Energy relative to the best compared isomer or geometry (same formula, charge and spin) in eV: 4.063
M in g mol⁻¹: 108.14